{
  "formula": "CH2BrPSi",
  "method": "the ωB97M-V functional and the def2-TZVPD basis",
  "largest_force_ev_per_a": 2.953,
  "homo_lumo_gap_ev": [6.5, 7.4],
  "de_lowest_kj_mol": 67.17,
  "total_energy_ha": -3243.9434,
  "multiplicity": 3,
  "elements": ["H", "H", "Si", "C", "P", "Br"],
  "positions_angstrom": [[0.614, -2.205, -0.303], [1.030, -0.788, -2.276], [0.153, -0.978, -0.894], [-1.037, 1.510, 1.252], [-1.379, 0.207, 0.228], [0.619, 2.254, 1.993]]
}